DFT (wB97M-V/def2-TZVPD) results for C20H50MnN2O4Si2 as an isolated structure.

Atoms and positions in Å:
O 1.890 1.375 1.701
O 3.524 -2.698 -1.353
C 2.464 2.117 0.606
C 2.966 3.427 1.144
H 1.637 2.285 -0.088
H 3.266 1.593 0.064
H 2.134 4.064 1.476
H 3.481 4.019 0.378
H 3.656 3.276 1.988
C 2.395 0.054 1.889
C 3.809 -0.232 1.412
H 1.688 -0.595 1.350
H 2.314 -0.156 2.970
H 3.785 -0.560 0.364
H 4.249 -1.012 2.024
H 4.470 0.635 1.489
C 2.423 -3.465 -0.881
C 3.367 -2.242 -2.704
C 2.842 -4.087 0.440
H 2.125 -4.247 -1.609
H 1.541 -2.832 -0.677
H 3.789 -4.618 0.304
H 2.072 -4.770 0.805
H 2.984 -3.353 1.248
C 4.745 -2.115 -3.326
H 2.901 -1.234 -2.706
H 2.724 -2.930 -3.297
H 5.397 -1.443 -2.764
H 4.688 -1.724 -4.341
H 5.206 -3.100 -3.356
H -1.283 -0.477 -1.690
Mn -1.282 1.530 1.572
C -0.382 -0.152 -2.168
Si -1.038 -0.249 -3.942
H -0.116 0.885 -1.922
H 0.443 -0.803 -1.869
C 0.077 0.246 -5.337
C -2.485 0.885 -3.585
C -1.606 -2.065 -3.683
C -0.605 1.942 3.394
Si -0.913 0.208 4.130
H -1.273 2.815 3.562
H 0.421 2.375 3.237
C 0.479 0.036 5.409
C -0.827 -1.316 3.021
C -2.686 0.220 4.776
H -0.737 -2.714 -3.481
H -2.185 -2.448 -4.537
H -2.241 -2.090 -2.771
H 0.389 1.288 -5.187
H -0.504 0.176 -6.264
H 0.987 -0.366 -5.426
H -2.146 1.694 -2.920
H -3.257 0.302 -3.062
H -2.891 1.346 -4.497
H 0.140 -1.423 2.526
H -1.585 -1.373 2.228
H -0.974 -2.209 3.635
H -2.817 -0.507 5.589
H -3.397 -0.019 3.969
H -2.926 1.223 5.150
H 0.110 -0.474 6.311
H 0.820 1.050 5.681
H 1.336 -0.524 4.999
C -4.751 3.064 -0.412
C -3.694 2.217 0.121
N -2.515 2.752 0.433
O -2.470 4.035 -0.086
C -3.764 0.810 0.244
C -4.916 0.006 -0.214
N -2.635 0.202 0.727
O -2.409 -1.036 0.439
H -4.940 3.940 0.184
H -5.671 2.497 -0.432
H -4.571 3.394 -1.422
H -1.550 4.331 0.022
H -4.947 -0.150 -1.311
H -4.867 -0.983 0.267
H -5.881 0.476 0.046

Results
Kohn-Sham gap (spin up / spin down) = 7.138 / 7.329 eV
⟨S²⟩ = 8.886
2S+1 = 6

These are the Mulliken partial charges, in e, on atoms 1 to 2: -0.21, -0.33

=====

DFT (wB97M-V/def2-TZVPD) results for one molecule with the formula C14H19NO3.

Atoms and positions in Å:
C 0.212 -1.458 -4.552
C -0.334 -2.583 -3.685
O -0.771 -2.086 -2.416
C 0.127 -1.958 -1.466
O 1.300 -2.249 -1.554
C -0.476 -1.379 -0.173
O -1.633 -1.039 -0.073
N 0.459 -1.303 0.785
C 0.226 -0.728 2.091
C 0.092 -1.832 3.140
C 1.354 0.242 2.452
C 1.623 1.285 1.358
C 0.368 1.988 0.919
C -0.112 1.839 -0.375
C -1.285 2.457 -0.770
C -1.991 3.240 0.126
C -1.514 3.408 1.415
C -0.342 2.787 1.807
H -0.534 -0.675 -4.660
H 1.105 -1.036 -4.099
H 0.466 -1.846 -5.534
H 0.434 -3.346 -3.521
H -1.221 -3.033 -4.134
H 1.381 -1.654 0.561
H -0.722 -0.184 2.010
H -0.727 -2.496 2.878
H -0.110 -1.400 4.116
H 1.009 -2.415 3.198
H 1.080 0.745 3.380
H 2.272 -0.323 2.636
H 2.083 0.799 0.495
H 2.337 2.016 1.748
H 0.436 1.229 -1.081
H -1.651 2.321 -1.777
H -2.910 3.718 -0.178
H -2.057 4.023 2.117
H 0.026 2.924 2.814

Results
Kohn-Sham gap = 9.818 eV
SMILES = CCOC(=O)C(=O)N[C@@H](C)CCc1ccccc1

These are the Mulliken partial charges, in e, on atoms 1 to 2: -1.08, -0.24

=====

DFT (wB97M-V/def2-TZVPD) results for C11H17CdN4O3S4 as an isolated structure.

Atoms and positions in Å:
Cd -1.715 0.094 -0.305
S -5.901 1.235 1.095
C -4.345 1.037 0.534
S -3.996 0.669 -1.134
S -2.967 1.176 1.618
C -4.779 -1.789 2.651
N -4.142 -2.159 1.398
C -2.830 -2.321 1.243
N -2.042 -2.263 2.320
S -2.179 -2.617 -0.310
H -5.849 -1.738 2.481
H -4.436 -0.803 2.981
H -4.579 -2.546 3.413
H -4.652 -2.008 0.541
H -2.382 -1.786 3.139
H -1.046 -2.221 2.133
C 2.553 2.742 0.628
C 2.871 2.435 -0.830
C 2.497 1.002 -1.263
C 2.832 0.805 -2.749
C 2.475 -0.581 -3.272
C 3.333 0.032 -0.446
O 4.547 0.003 -0.526
N 2.659 -0.803 0.399
C 1.271 -0.834 0.616
O 0.859 -1.551 1.516
N 0.492 -0.079 -0.193
C 0.998 0.827 -1.066
O 0.222 1.532 -1.708
H 2.836 3.768 0.869
H 3.099 2.082 1.307
H 1.487 2.637 0.836
H 3.937 2.564 -1.025
H 2.318 3.110 -1.484
H 3.900 0.990 -2.870
H 2.284 1.569 -3.302
H 3.024 -1.359 -2.736
H 2.727 -0.669 -4.330
H 1.408 -0.782 -3.167
H 3.209 -1.399 0.999

Results
Kohn-Sham gap = 6.951 eV
charge = -1

These are the Mulliken partial charges, in e, on atoms 1 to 2: 0.89, -0.35

=====

DFT (wB97M-V/def2-TZVPD) results for a 2-piece molecular cluster, C3H9N2S2 overall.

Atoms and positions in Å:
C -1.626 1.915 -2.577
C -1.925 0.625 -1.864
C -0.254 0.473 0.413
N 0.458 0.429 1.443
N 1.524 -1.894 2.035
S -1.185 3.256 -1.447
S -0.374 -0.242 -1.071
H -1.141 1.771 -3.503
H -2.567 2.404 -2.740
H -2.614 0.899 -1.099
H -2.370 -0.164 -2.516
H 0.937 -0.495 1.743
H 0.649 1.150 2.094
H 2.552 -1.899 1.857
H 1.113 -2.346 1.228
H 1.229 -2.117 3.005

Results
Kohn-Sham gap (spin up / spin down) = 7.494 / 7.145 eV
charge = +1

These are the Mulliken partial charges, in e, on atoms 1 to 2: -0.56, -0.63

=====

DFT (wB97M-V/def2-TZVPD) results for CH3IN2O2 as an isolated structure.

Atoms and positions in Å:
C 1.486 -0.110 1.157
N -0.323 0.183 -0.404
N 0.325 -0.537 0.612
O 2.020 0.937 0.901
O 1.954 -1.015 2.031
I 3.638 -0.487 2.913
H -0.743 1.026 -0.011
H 0.363 0.484 -1.097
H -0.024 -1.467 0.788

Results
Kohn-Sham gap = 8.905 eV

These are the Mulliken partial charges, in e, on atoms 1 to 2: 0.81, -0.68

=====

DFT (wB97M-V/def2-TZVPD) results for C26H24AlF5N7O3S3 as an isolated structure.

Atoms and positions in Å:
Al 1.382 0.316 -0.279
N -5.783 -1.169 -3.945
C -4.464 -1.293 -3.633
C -4.070 -1.855 -2.409
C -2.734 -1.990 -2.102
C -1.765 -1.567 -3.007
C -2.140 -1.032 -4.237
C -3.474 -0.892 -4.546
S -0.088 -1.691 -2.578
O 0.055 -2.641 -1.511
O 0.696 -1.808 -3.779
N 0.304 -0.249 -1.884
C 0.834 0.783 -2.568
S 0.794 1.341 -4.182
C 1.783 2.699 -3.717
C 2.101 2.647 -2.412
N 1.571 1.553 -1.761
H -6.489 -1.368 -3.260
H -6.070 -0.688 -4.776
H -4.824 -2.196 -1.710
H -2.427 -2.436 -1.165
H -1.385 -0.749 -4.959
H -3.768 -0.486 -5.505
H 2.082 3.434 -4.443
H 2.711 3.352 -1.870
N 3.239 -4.763 2.766
C 3.229 -4.126 1.812
C 3.231 -3.305 0.631
C 3.903 -3.685 -0.526
C 3.862 -2.849 -1.626
C 3.154 -1.667 -1.539
N 2.522 -1.299 -0.417
C 2.548 -2.102 0.649
H 4.441 -4.623 -0.556
H 4.353 -3.112 -2.551
H 3.061 -1.007 -2.392
H 1.993 -1.781 1.522
C -0.628 4.202 1.867
C 0.649 3.473 1.496
N 1.058 2.619 2.614
C 1.993 1.688 2.586
S 2.962 1.392 1.170
N 2.257 0.965 3.670
C 1.654 1.118 4.993
C 2.377 2.145 5.851
H -0.931 4.859 1.054
H -0.488 4.821 2.756
H -1.440 3.497 2.050
H 1.454 4.172 1.267
H 0.483 2.850 0.619
H 0.557 2.760 3.479
H 3.056 0.358 3.582
H 1.663 0.132 5.456
H 0.599 1.370 4.876
H 3.419 1.862 5.997
H 1.905 2.215 6.830
H 2.354 3.133 5.389
F -5.060 -1.372 0.894
C -3.782 -0.993 0.910
C -2.836 -1.762 1.566
F -3.204 -2.873 2.196
C -1.506 -1.378 1.552
F -0.599 -2.128 2.188
C -1.092 -0.220 0.905
O 0.183 0.183 0.974
C -2.060 0.529 0.247
F -1.686 1.649 -0.395
C -3.391 0.154 0.242
F -4.290 0.881 -0.416

Results
Kohn-Sham gap = 7.341 eV
charge = +1

These are the Mulliken partial charges, in e, on atoms 1 to 2: -0.90, -0.49

=====

DFT (wB97M-V/def2-TZVPD) results for a 2-piece molecular cluster, C21H23F4O2Si overall.

Atoms and positions in Å:
F 0.714 -1.706 4.032
C 1.513 -0.956 3.196
C 2.856 -1.309 3.083
C 3.625 -0.535 2.210
F 4.953 -0.861 2.051
C 3.114 0.536 1.502
C 1.744 0.915 1.665
C 1.320 2.117 1.019
C 0.021 2.484 0.552
C -0.043 3.472 -0.480
C -1.260 4.016 -0.838
F -1.284 5.015 -1.790
C -2.471 3.628 -0.262
C -2.397 2.633 0.710
F -3.563 2.260 1.342
C -1.213 2.018 1.091
C 0.937 0.110 2.519
H 3.277 -2.143 3.634
H 3.736 1.107 0.813
H 2.134 2.737 0.628
H 0.882 3.795 -0.958
H -3.414 4.084 -0.545
H -1.241 1.215 1.818
H -0.113 0.334 2.675
C -1.941 7.123 1.241
Si -0.596 7.276 2.527
C 0.761 8.413 1.957
C -1.272 7.754 4.190
O 0.006 5.654 2.608
C 1.065 5.273 3.317
C 1.498 3.971 3.310
C 2.527 3.546 4.255
C 2.685 4.563 5.399
C 2.825 5.937 4.817
O 1.628 6.254 4.018
H -2.444 8.093 1.110
H -1.544 6.815 0.263
H -2.701 6.384 1.534
H 0.362 9.435 1.876
H 1.602 8.434 2.661
H 1.148 8.120 0.972
H -1.676 8.775 4.138
H -2.082 7.084 4.506
H -0.496 7.738 4.965
H 0.913 3.267 2.734
H 2.273 2.559 4.659
H 3.501 3.455 3.748
H 1.816 4.499 6.065
H 3.579 4.334 5.987
H 2.880 6.710 5.584
H 3.688 5.988 4.144

Results
Kohn-Sham gap = 4.507 eV
charge = +1

These are the Mulliken partial charges, in e, on atoms 1 to 2: -0.30, 0.24

=====

DFT (wB97M-V/def2-TZVPD) results for C26H28BrN8O3S2Tc as an isolated structure.

Atoms and positions in Å:
Tc -0.020 0.511 0.738
C 2.882 2.031 0.477
O 1.990 1.123 -0.236
C 2.568 0.030 -0.869
C 3.894 -0.306 -0.702
C 4.414 -1.416 -1.355
C 3.619 -2.173 -2.208
C 2.306 -1.801 -2.411
C 1.752 -0.718 -1.731
N 0.446 -0.377 -2.099
N -0.268 0.306 -1.313
C -1.366 1.021 -1.807
C -1.714 2.020 -0.898
O -1.069 2.083 0.286
C -2.683 2.982 -1.250
C -3.306 2.886 -2.449
C -3.017 1.845 -3.384
C -3.725 1.769 -4.602
C -3.479 0.762 -5.496
C -2.507 -0.205 -5.193
C -1.786 -0.146 -4.020
C -2.023 0.886 -3.086
H 3.302 1.532 1.345
H 2.271 2.869 0.786
H 3.660 2.369 -0.199
H 4.525 0.261 -0.035
H 5.451 -1.684 -1.189
H 4.033 -3.029 -2.726
H 1.665 -2.344 -3.100
H -2.900 3.776 -0.541
H -4.051 3.626 -2.726
H -4.478 2.526 -4.818
H -4.030 0.710 -6.431
H -2.310 -1.005 -5.899
H -1.038 -0.888 -3.813
Br 0.660 1.223 2.966
S 3.727 -1.347 2.542
C 4.284 -0.730 4.004
N 5.315 -1.201 4.730
C 5.521 -0.499 6.006
C 4.506 0.658 5.909
N 3.796 0.344 4.661
H 5.794 -2.039 4.463
H 6.540 -0.135 6.098
H 5.313 -1.150 6.853
H 5.002 1.624 5.843
H 3.827 0.680 6.757
H 2.970 0.817 4.352
C -5.826 -0.704 -2.075
C -5.190 -0.066 -0.873
C -5.811 0.962 -0.171
C -5.140 1.497 0.908
N -3.946 1.042 1.313
C -3.444 0.043 0.592
S -1.949 -0.743 1.197
N -3.988 -0.521 -0.490
H -6.877 -0.927 -1.883
H -5.297 -1.621 -2.332
H -5.781 -0.030 -2.932
H -6.791 1.325 -0.459
H -5.563 2.316 1.486
N 1.026 -3.539 0.823
C 0.719 -2.422 1.489
N 0.231 -2.501 2.723
O 0.960 -1.298 0.942
H 1.013 -4.439 1.268
H 1.526 -3.436 -0.045
H -0.109 -3.369 3.101
H -0.027 -1.647 3.189

Results
Kohn-Sham gap (spin up / spin down) = 6.502 / 6.040 eV
⟨S²⟩ = 3.821
charge = +1
2S+1 = 4

These are the Mulliken partial charges, in e, on atoms 1 to 2: 0.07, -1.08

=====

Going through the records in order, we get energy above the lowest of the compared OMol25 structures with the same formula, charge and spin values of 1.107; 0.589; 0.056; 3.461; 0.000; 0.000; 0.000; 0.048 eV.
Going through the records in order, we get electronic energy values of -2932.316890; -825.387916; -2634.861920; -1025.211355; -597.559041; -3550.502645; -1653.203400; -5122.439745 Ha.